Entry 1:
Computed, not measured: one molecule with the formula C4H12N2 at a distorted geometry, with ωB97M-V/def2-TZVPD.

CARTESIAN COORDINATES (ANGSTROEM)
N  -1.495  1.462  0.630
N  1.360  -1.192  -0.128
C  1.886  -0.351  0.963
C  -0.921  -0.332  -0.971
C  -0.099  -1.315  -0.159
C  -0.772  1.142  -0.594
H  -1.955  -0.657  -0.854
H  -1.031  2.055  1.292
H  -0.641  -0.447  -2.017
H  -2.468  1.652  0.482
H  2.962  -0.226  0.836
H  1.681  -0.832  -0.998
H  1.363  0.598  1.080
H  -1.175  1.739  -1.415
H  0.292  1.334  -0.481
H  1.763  -0.929  1.877
H  -0.413  -1.350  0.893
H  -0.336  -2.352  -0.438

Summary:
Kohn-Sham gap: 9.7 eV
F_max: 1.64 eV/A
ΔE to the lowest compared entry with this formula, charge and spin: 19.67 kcal per mole
SMILES string: CNCCCN
HOMO level: -8.6 eV



Entry 2:
Computed, not measured: C4H12N2 as an isolated structure at a distorted geometry, with ωB97M-V/def2-TZVPD.

CARTESIAN COORDINATES (ANGSTROEM)
N  2.061  -0.376  0.987
N  -0.878  -0.699  1.355
C  -2.234  0.302  -0.363
C  1.652  -0.632  -0.293
C  0.256  -0.463  -0.819
C  -0.789  0.199  0.183
H  0.007  -0.740  1.835
H  2.151  1.652  -1.335
H  -2.553  -0.575  -0.751
H  -2.869  0.570  0.577
H  -1.526  -0.205  1.961
H  -2.269  1.171  -1.122
H  -0.477  1.230  0.320
H  2.274  -0.908  -1.079
H  2.166  2.293  -0.937
H  0.720  -1.426  -0.126
H  2.078  -1.219  1.550
H  0.231  -0.174  -1.944

Summary:
Kohn-Sham gap (alpha / beta): 8.9 / 7.5 eV
F_max: 4.91 eV/A
⟨S²⟩: 0.76
multiplicity: 2
ΔE to the lowest compared entry with this formula, charge and spin: 120.97 kcal per mole
net charge: +1
HOMO level (alpha / beta): -14.6 / -14.6 eV



Entry 3:
Computed, not measured: a 2-piece molecular cluster, C4H12N2 overall at a distorted geometry, with ωB97M-V/def2-TZVPD.

CARTESIAN COORDINATES (ANGSTROEM)
N  1.065  -2.373  0.397
N  0.400  3.137  -0.234
C  -0.941  -1.034  -0.281
C  0.208  0.665  -0.002
C  -1.178  0.441  -0.537
C  -0.030  -1.405  0.676
H  -1.130  0.834  -1.548
H  1.804  -2.017  -0.214
H  -1.415  -1.753  -0.958
H  -0.009  -0.979  1.673
H  -2.033  0.751  0.063
H  0.985  0.736  -0.753
H  1.509  -2.635  1.288
H  1.249  3.509  -0.673
H  0.427  1.138  0.947
H  0.698  -3.264  0.029
H  0.331  3.834  0.505
H  -0.267  3.193  -0.996

Summary:
Kohn-Sham gap: 8.7 eV
F_max: 2.78 eV/A
ΔE to the lowest compared entry with this formula, charge and spin: 106.38 kcal per mole
net charge: +2
HOMO level: -18.4 eV



Entry 4:
Computed, not measured: a 4-piece molecular cluster, C4H12N2O overall at a distorted geometry, with ωB97M-V/def2-TZVPD.

CARTESIAN COORDINATES (ANGSTROEM)
O  -2.585  1.594  -0.010
N  -1.336  -0.277  -0.787
N  -2.315  -0.215  1.321
C  2.087  0.394  -1.316
C  1.340  -0.215  -0.398
C  1.853  -1.331  0.467
C  -1.885  0.434  0.195
H  1.691  1.193  -1.936
H  2.906  -1.561  0.274
H  -0.276  1.202  0.796
H  1.272  -2.246  0.313
H  -2.079  2.166  -0.600
H  -1.503  0.128  -1.701
H  3.137  0.151  -1.479
H  -1.961  -1.151  1.434
H  -0.104  -0.324  -0.654
H  -2.430  0.347  2.149
H  0.434  0.785  0.407
H  1.753  -1.073  1.526

Summary:
Kohn-Sham gap: 8.3 eV
F_max: 1.48 eV/A
ΔE to the lowest compared entry with this formula, charge and spin: 119.41 kcal per mole
HOMO level: -7.7 eV



Entry 5:
Computed, not measured: a 2-piece molecular cluster, C4H12N2O overall at a distorted geometry, with ωB97M-V/def2-TZVPD.

CARTESIAN COORDINATES (ANGSTROEM)
O  0.686  -1.050  -2.792
N  0.896  1.217  -0.822
N  -1.179  0.100  2.215
C  0.545  -0.707  0.578
C  -0.871  -0.270  0.907
C  -1.824  -0.124  -0.033
C  1.495  0.484  0.273
H  -2.125  0.462  2.280
H  -1.652  -0.294  -1.105
H  2.474  0.052  -0.062
H  0.850  -0.136  -2.536
H  1.538  1.913  -1.179
H  -2.806  0.286  0.019
H  -0.200  -1.330  -2.535
H  1.705  1.081  1.170
H  0.010  1.615  -0.536
H  0.960  -1.273  1.434
H  -1.197  -0.608  2.942
H  0.694  -1.419  -0.218

Summary:
Kohn-Sham gap: 9.6 eV
F_max: 1.99 eV/A
ΔE to the lowest compared entry with this formula, charge and spin: 38.00 kcal per mole
SMILES string: C=C(N)CCN.O
HOMO level: -8.7 eV



Entry 6:
Computed, not measured: one molecule with the formula C4H12N2O at a distorted geometry, with ωB97M-V/def2-TZVPD.

CARTESIAN COORDINATES (ANGSTROEM)
O  1.020  -2.452  0.520
N  0.181  -0.659  -1.662
N  -0.873  2.366  0.010
C  0.081  0.347  0.834
C  -0.488  -0.609  -0.315
C  -0.419  -2.000  0.279
C  0.454  1.687  0.296
H  0.956  2.222  1.086
H  0.984  -0.316  1.229
H  1.197  1.583  -0.575
H  -0.818  -2.641  -0.501
H  0.919  -1.409  -1.595
H  1.377  -2.415  -0.352
H  -0.570  0.347  1.718
H  0.043  0.196  -2.273
H  -0.861  -2.004  1.334
H  -1.045  2.732  0.893
H  -0.559  3.215  -0.493
H  -1.577  -0.190  -0.434

Summary:
Kohn-Sham gap: 9.7 eV
F_max: 4.28 eV/A
ΔE to the lowest compared entry with this formula, charge and spin: 70.23 kcal per mole
SMILES string: NCC[C@@H](N)CO
HOMO level: -8.8 eV



Entry 7:
Computed, not measured: a 2-piece molecular cluster, C4H12N2O overall at a distorted geometry, with ωB97M-V/def2-TZVPD.

CARTESIAN COORDINATES (ANGSTROEM)
O  -0.235  0.401  -0.049
N  1.395  -0.921  -2.242
N  2.272  -0.425  -1.329
C  -0.370  -0.252  2.428
C  -0.320  -0.779  1.012
C  -1.179  1.449  0.009
C  0.180  -0.489  -2.319
H  -1.207  -1.367  0.762
H  -0.677  -0.974  -1.851
H  1.889  0.285  -0.704
H  -2.192  1.057  -0.143
H  -0.120  -0.169  -3.313
H  -0.893  2.195  -0.734
H  -1.142  1.968  0.971
H  3.181  -0.215  -1.714
H  -1.286  0.302  2.628
H  -0.369  -1.093  3.123
H  0.587  -1.354  0.826
H  0.488  0.382  2.640

Summary:
Kohn-Sham gap (alpha / beta): 7.9 / 7.7 eV
F_max: 3.93 eV/A
ΔE to the lowest compared entry with this formula, charge and spin: 140.80 kcal per mole
SMILES string: C=NN.CCOC
HOMO level (alpha / beta): -7.1 / -6.7 eV



Entry 8:
Computed, not measured: one molecule with the formula C4H12N2O at a distorted geometry, with ωB97M-V/def2-TZVPD.

CARTESIAN COORDINATES (ANGSTROEM)
O  0.423  -2.373  -0.470
N  -1.092  1.432  1.088
N  1.670  1.696  0.746
C  -0.296  0.360  0.468
C  -1.180  -0.529  -0.417
C  -0.390  -1.515  -1.261
C  0.902  0.942  -0.240
H  2.566  1.973  0.370
H  0.593  1.645  -1.023
H  0.112  -0.317  1.233
H  -0.587  1.762  1.904
H  1.585  0.226  -0.687
H  -1.138  -2.129  -1.790
H  -1.933  0.990  1.454
H  -1.899  -1.070  0.194
H  -0.125  -3.079  -0.123
H  1.197  2.593  0.850
H  0.213  -1.085  -2.028
H  -1.807  0.106  -1.052

Summary:
Kohn-Sham gap: 10.1 eV
F_max: 2.00 eV/A
ΔE to the lowest compared entry with this formula, charge and spin: 29.38 kcal per mole
SMILES string: NC[C@@H](N)CCO
HOMO level: -9.1 eV



Entry 9:
Computed, not measured: one molecule with the formula C4H12N2O at a distorted geometry, with ωB97M-V/def2-TZVPD.

CARTESIAN COORDINATES (ANGSTROEM)
O  -0.594  0.030  2.035
N  -0.495  1.262  -2.004
N  0.782  1.669  0.365
C  0.328  -0.640  1.159
C  0.558  0.282  -0.078
C  -0.761  0.315  -0.871
C  -0.013  -2.080  0.703
H  0.719  -2.577  0.073
H  1.755  1.841  0.591
H  0.602  2.171  -0.513
H  -0.277  0.957  1.979
H  -1.349  1.623  -2.437
H  -1.200  -0.584  -1.269
H  -0.013  -2.603  1.663
H  1.191  -0.721  1.837
H  -1.017  -2.101  0.279
H  -0.203  0.727  -2.823
H  1.371  -0.169  -0.668
H  -1.386  0.601  -0.021

Summary:
Kohn-Sham gap: 10.6 eV
F_max: 2.31 eV/A
ΔE to the lowest compared entry with this formula, charge and spin: 38.26 kcal per mole
SMILES string: C[C@H](O)[C@H](N)CN
HOMO level: -9.7 eV



Entry 10:
Computed, not measured: C4H12N2O as an isolated structure at a distorted geometry, with ωB97M-V/def2-TZVPD.

CARTESIAN COORDINATES (ANGSTROEM)
O  1.375  -0.283  1.389
N  0.184  -2.841  -0.279
N  -0.804  0.341  1.434
C  -0.291  -2.119  0.839
C  0.389  2.521  -0.824
C  0.095  1.112  -1.309
C  0.252  -0.404  0.927
H  1.324  2.507  -0.261
H  -0.527  1.259  1.750
H  -0.390  2.842  -0.130
H  -1.663  0.320  0.904
H  0.097  -0.221  -0.960
H  -0.367  -2.647  -1.107
H  -0.894  0.896  -0.895
H  0.171  -2.511  1.747
H  1.156  -2.605  -0.455
H  -1.351  -2.320  1.010
H  0.765  0.906  -2.146
H  0.480  3.247  -1.633

Summary:
Kohn-Sham gap: 9.0 eV
F_max: 5.61 eV/A
ΔE to the lowest compared entry with this formula, charge and spin: 123.28 kcal per mole
HOMO level: -8.4 eV